1.
60
Properties=species:S:1:pos:R:3 method="wB97M-V/def2-TZVPD" de_lowest_ev=0.109 gap_ha=0.297 smiles="CCOc1ccc(NC(=O)CCN2CCN(S(=O)(=O)c3cc(Cl)ccc3OC)CC2)cc1" e_homo_ev=-7.7 energy_ev=-61333.519
C -5.6082 -2.5544 -2.4259
C -5.2814 -2.2506 -0.9662
O -5.0874 -0.8731 -0.7269
C -3.9287 -0.2721 -1.1238
C -3.8819 1.1129 -0.9574
C -2.7629 1.8397 -1.3022
C -1.6463 1.1915 -1.8256
N -0.4733 1.8546 -2.2078
C -0.1390 3.1617 -2.0173
O -0.8753 4.0006 -1.5390
C 1.2603 3.5191 -2.4943
C 2.1450 4.0533 -1.3416
N 2.6421 3.0833 -0.3907
C 3.5334 2.0992 -0.9862
C 4.1003 1.1754 0.0911
N 3.0329 0.5377 0.8368
S 2.2591 -0.6701 -0.0343
O 3.2610 -1.5982 -0.4563
O 1.4001 -0.1631 -1.0800
C 1.1979 -1.4014 1.2101
C -0.1663 -1.3969 1.0172
C -0.9868 -1.9946 1.9628
Cl -2.6945 -1.9840 1.7392
C -0.4316 -2.5942 3.0830
C 0.9397 -2.5904 3.2716
C 1.7822 -1.9849 2.3372
O 3.1192 -1.8949 2.4283
C 3.7755 -2.5167 3.5128
C 2.1649 1.5246 1.4415
C 1.5828 2.4805 0.4028
C -1.6877 -0.1896 -1.9889
C -2.8128 -0.9184 -1.6449
H -4.7854 -2.2658 -3.0753
H -5.7988 -3.6174 -2.5463
H -6.4930 -1.9993 -2.7274
H -6.1326 -2.5170 -0.3328
H -4.4126 -2.8312 -0.6320
H -4.7497 1.6054 -0.5479
H -2.7448 2.9078 -1.1669
H 0.2682 1.2163 -2.4699
H 1.1511 4.3322 -3.2146
H 1.7416 2.6774 -2.9905
H 1.5634 4.7947 -0.7873
H 3.0166 4.5517 -1.7755
H 4.3476 2.6385 -1.4778
H 3.0297 1.4640 -1.7303
H 4.6968 0.3815 -0.3588
H 4.7112 1.7400 0.8006
H -0.5702 -0.9291 0.1322
H -1.0727 -3.0642 3.8122
H 1.3444 -3.0617 4.1527
H 3.4755 -2.0748 4.4681
H 3.5882 -3.5941 3.5304
H 4.8359 -2.3375 3.3479
H 1.3597 1.0008 1.9604
H 2.7637 2.0751 2.1732
H 1.0370 3.2851 0.9019
H 0.8757 1.9098 -0.2100
H -0.8205 -0.7019 -2.3813
H -2.7954 -1.9882 -1.7834

---

2.
74
Properties=species:S:1:pos:R:3 method="wB97M-V/def2-TZVPD" gap_ha=0.306 e_homo_ev=-5.9 total_charge=-1 energy_ev=-111345.384
O 4.6305 4.8731 4.0899
C 3.8466 3.9257 3.8066
N 2.9830 3.0237 3.5374
Ga 3.3527 2.1957 1.7851
C 4.9483 3.2672 0.9478
C 5.7344 2.3531 -0.1470
C 6.8633 3.2710 -0.8825
Cl 8.1323 2.1220 -1.6265
C 3.9752 0.2841 2.0183
C 3.0698 -0.9122 1.5012
O 1.7925 -0.5703 0.9061
C 1.7454 -0.9618 -0.4779
O 1.9073 -2.1374 -0.8843
P 1.5078 2.6226 0.4367
O 1.2237 4.1595 0.5265
O 1.8946 2.3274 -1.2211
O 0.0382 1.8659 0.9361
H 5.7082 3.6104 1.7284
H 4.4527 4.1247 0.3616
H 6.3090 1.4833 0.3186
H 4.9901 1.9994 -0.9608
H 7.4146 3.8689 -0.0808
H 6.4308 3.9334 -1.7042
H 5.0178 0.1733 1.5214
H 4.1817 0.1042 3.1466
H 3.7165 -1.5713 0.8014
H 2.8409 -1.6043 2.4052
H 1.5123 -0.1632 -1.2829
H 1.0189 2.3865 -1.6832
H -0.6944 2.5195 0.9787
C -2.7377 -1.2076 1.9729
C -3.0784 -2.6914 2.0642
N -2.4470 -3.5027 1.0287
C -2.9975 -4.8519 0.9340
C -2.8124 -5.7789 2.1337
C -0.9916 -3.4137 0.9390
C -0.1794 -3.7668 2.1833
H -2.9672 -0.8098 0.9807
H -3.3288 -0.6476 2.7028
H -1.6851 -1.0158 2.1916
H -4.1664 -2.7754 1.9607
H -2.8310 -3.0519 3.0720
H -2.5931 -5.3453 0.0422
H -4.0728 -4.7634 0.7385
H -1.7875 -6.1438 2.2091
H -3.4529 -6.6585 2.0174
H -3.0863 -5.3014 3.0764
H -0.7297 -2.3916 0.6450
H -0.6399 -4.0283 0.1031
H -0.5858 -3.3177 3.0924
H 0.8437 -3.3962 2.0690
H -0.1104 -4.8459 2.3286
C -3.9476 3.5180 -2.5519
C -2.7300 2.6097 -2.6801
N -2.8330 1.3774 -1.9057
C -1.5667 0.6576 -1.7916
C -0.9502 0.1036 -3.0754
C -4.0019 0.5451 -2.1716
C -4.2185 0.0592 -3.6041
H -4.1658 3.7406 -1.5042
H -3.7564 4.4658 -3.0626
H -4.8363 3.0764 -3.0085
H -1.8676 3.1804 -2.3173
H -2.5468 2.4082 -3.7444
H -1.6791 -0.1626 -1.0729
H -0.8368 1.3322 -1.3292
H -1.4824 -0.7790 -3.4324
H 0.0799 -0.2074 -2.8816
H -0.9191 0.8442 -3.8772
H -4.8946 1.1026 -1.8661
H -3.9896 -0.3231 -1.5032
H -4.0729 0.8504 -4.3429
H -5.2451 -0.3032 -3.7165
H -3.5603 -0.7743 -3.8520

---

3.
55
Properties=species:S:1:pos:R:3 method="wB97M-V/def2-TZVPD" gap_ha="0.299 / 0.227" e_homo_ev="-12.0 / -12.0" spin_multiplicity=2 total_charge=+1 energy_ev=-126083.994
Cu -0.2231 2.1552 -2.9543
C -0.2004 -0.1126 1.0161
C -0.2031 1.2593 0.4220
O -0.4464 1.3784 -0.9160
H 0.6682 -0.7348 0.8055
H -1.1374 -0.6619 0.9055
H -0.1477 -0.0047 2.1082
H 0.7259 1.8075 0.6500
H -0.9941 1.8872 0.8873
O -1.0479 0.1305 -3.7369
C -1.7476 -0.8352 -3.5427
O -2.6993 -1.1927 -4.3804
C -3.2432 -2.4738 -4.0382
C -2.7682 -2.7882 -2.6106
C -1.6516 -1.7857 -2.3686
H -2.8870 -3.2122 -4.7616
H -4.3235 -2.4836 -4.1524
H -2.4286 -3.8090 -2.4636
H -3.6109 -2.6053 -1.9466
H -0.6588 -2.2331 -2.3397
H -1.7918 -1.2105 -1.4542
O 1.6820 0.9668 -3.0057
C 2.2193 -0.1123 -2.9662
O 1.9688 -1.0423 -3.8802
C 2.8006 -2.2190 -3.7003
C 3.8449 -1.8214 -2.6434
C 3.1839 -0.6380 -1.9351
H 3.2388 -2.4165 -4.6712
H 2.1825 -3.0369 -3.3369
H 4.7601 -1.4951 -3.1362
H 4.0709 -2.6625 -1.9952
H 3.8695 0.1119 -1.5583
H 2.5514 -0.9984 -1.1153
O -2.1652 0.7322 6.7579
C -1.2139 0.8110 6.0524
O -0.1171 0.0249 6.2106
C 0.8380 0.2450 5.1673
C 0.4816 1.5990 4.5533
C -1.0047 1.7403 4.8806
H 0.7083 -0.5400 4.4168
H 1.8296 0.2202 5.6061
H 0.7121 1.6586 3.4901
H 1.0568 2.4186 4.9877
H -1.6298 1.4146 4.0432
H -1.3364 2.7479 5.1153
C -3.9885 1.3618 -0.2184
Cl -4.5825 -0.1406 -0.9821
Cl -4.4124 1.4348 1.4760
H -2.9106 1.3857 -0.3389
H -4.4212 2.1812 -0.7806
C 3.3581 2.7539 1.5392
Cl 2.7675 3.9347 2.7042
Cl 3.3293 1.1044 2.1844
H 2.7582 2.7981 0.6389
H 4.3866 3.0028 1.3112

---

4.
19
Properties=species:S:1:pos:R:3 method="wB97M-V/def2-TZVPD" de_lowest_ev=2.733 gap_ha=0.380 smiles=NCC[C@H](N)CO e_homo_ev=-9.4 energy_ev=-9368.461
N 1.6131 -1.1659 -1.5567
C 1.8770 -0.7491 -0.1581
C 0.4336 -0.7991 0.5624
C -0.6255 0.2363 0.0588
N -0.1189 1.6701 -0.2822
C -1.7571 0.3521 1.1417
O -2.9752 0.7137 0.5860
H 2.5417 -1.2329 -1.9883
H 1.0408 -0.4471 -2.0603
H 2.1624 0.3012 -0.0676
H 2.5016 -1.6226 0.2881
H 0.5242 -0.9657 1.7563
H 0.0294 -1.8842 0.2061
H -0.9265 -0.1973 -1.0003
H -0.7324 2.0476 -0.9871
H 0.8371 1.6181 -0.7292
H -1.4979 1.0929 1.9206
H -1.9050 -0.6336 1.7224
H -3.0224 1.6656 0.5872

---

5.
6
Properties=species:S:1:pos:R:3 method="wB97M-V/def2-TZVPD" de_lowest_ev=1.932 gap_ha=0.341 e_homo_ev=-9.4 energy_ev=-77126.150
N 0.5026 0.3223 0.7173
N 0.2412 -0.6486 0.1043
O 1.0497 0.8823 1.6054
O -1.0731 -0.3575 -1.0521
Br -1.0846 1.3161 -1.1766
H 0.3641 -1.5146 -0.1983

---

6.
83
Properties=species:S:1:pos:R:3 method="wB97M-V/def2-TZVPD" gap_ha=0.298 e_homo_ev=-8.4 energy_ev=-61044.777
H -2.6637 4.2100 -4.2289
N -2.9871 5.0132 -3.6638
C -1.9627 5.3432 -2.9379
C -0.5670 4.5780 -3.0165
C -0.6337 3.4094 -1.9068
O -1.4738 3.9455 -0.8451
C 0.7895 3.0783 -1.2848
O 0.9533 1.7646 -0.7596
C 0.0844 1.4821 0.3349
C 0.3860 2.2787 1.6683
C -0.1433 1.3810 2.8790
C -1.6305 0.8795 2.6620
S -2.1282 -0.1358 4.1436
C -3.3076 -1.4314 3.6471
S -4.3235 -2.0101 4.8511
N -3.4314 -2.0374 2.3332
C -2.2154 -2.7458 1.8818
C -1.4763 -2.1269 0.6260
O -2.3291 -1.5679 -0.3875
C -3.7249 -1.7727 -0.1078
C -4.0268 -1.1499 1.3137
N -1.3592 2.2934 -2.5043
C -0.5671 1.5045 -3.4734
C -0.5598 0.0051 -2.9679
C 0.4165 -0.9635 -3.7424
C 0.0112 -2.4535 -3.2923
C 1.2534 -3.4145 -3.1267
C 2.3941 -2.8452 -2.1931
C 1.8704 -2.1539 -0.8636
C 2.4802 -2.7956 0.4703
C 2.0569 -1.8219 1.6741
C 3.1709 -0.7472 2.0295
C 3.9033 -1.2209 3.3672
O 3.1296 -0.8668 4.5267
C 3.4288 0.4649 4.9609
H -2.0828 6.2330 -2.2543
H 0.2103 5.3351 -2.7181
H -0.4271 4.1597 -4.0472
H -1.0130 4.7212 -0.4819
H 1.5718 3.2570 -2.0859
H 1.0076 3.8419 -0.4757
H -1.0117 1.5932 0.1163
H 0.2404 0.3833 0.5792
H -0.2571 3.2141 1.6867
H 1.4527 2.6019 1.7957
H 0.5030 0.4473 2.9027
H -0.0193 1.9151 3.8641
H -2.3393 1.7503 2.4960
H -1.7524 0.2084 1.7714
H -2.4631 -3.8249 1.6661
H -1.4766 -2.7514 2.7367
H -0.9025 -2.9818 0.1385
H -0.6815 -1.3631 0.8940
H -3.9700 -2.8660 -0.1926
H -4.3054 -1.2033 -0.8898
H -5.1555 -1.2152 1.4475
H -3.7732 -0.0591 1.4066
H -1.8540 1.7172 -1.8272
H -1.1531 1.5030 -4.4492
H 0.4436 1.9252 -3.7169
H -0.3519 -0.1090 -1.8679
H -1.6183 -0.3813 -3.1199
H 1.4930 -0.7299 -3.5268
H 0.1977 -0.8890 -4.8433
H -0.7313 -2.8702 -4.0363
H -0.5655 -2.3590 -2.3190
H 0.8597 -4.3641 -2.6399
H 1.5978 -3.7176 -4.1546
H 3.0346 -3.7241 -1.8745
H 3.0647 -2.1397 -2.7564
H 0.7541 -2.1771 -0.7406
H 2.2334 -1.0781 -0.8884
H 2.0173 -3.8095 0.6522
H 3.6061 -2.8761 0.3914
H 1.7195 -2.4193 2.5757
H 1.1633 -1.2440 1.2875
H 2.6524 0.2218 2.2779
H 3.8712 -0.6157 1.1610
H 3.9794 -2.3460 3.3093
H 4.9389 -0.7727 3.3840
H 4.5252 0.7162 4.8464
H 2.7994 1.2269 4.4037
H 3.1501 0.5448 6.0489

---

7.
67
Properties=species:S:1:pos:R:3 method="wB97M-V/def2-TZVPD" gap_ha=0.321 e_homo_ev=-9.1 energy_ev=-84362.548
Ba 24.3239 2.8760 16.6550
C 25.9034 -1.8729 17.0586
F 26.3214 -1.5900 15.8326
F 24.5590 -2.0189 17.0500
F 26.4076 -3.0399 17.4709
S 26.3743 -0.5017 18.2620
O 27.7797 -0.2098 17.9999
O 25.4507 0.5663 17.8754
O 26.0817 -1.0694 19.5735
C 24.6064 6.4427 12.6970
F 24.4071 6.8113 11.4470
F 25.9064 6.5441 12.9933
F 23.9370 7.2804 13.5082
S 24.0627 4.6679 12.9608
O 24.3228 4.4242 14.3741
O 22.6517 4.6094 12.6149
O 24.9401 3.9737 12.0176
C 27.4631 2.8546 14.1661
C 28.2934 4.1104 14.0868
O 29.5125 3.9589 14.8036
O 26.9375 2.6264 15.4875
H 28.0273 1.9822 13.8217
H 26.5657 2.9317 13.5505
H 27.7120 4.9635 14.4534
H 28.4458 4.3197 13.0205
H 29.8679 4.8481 14.8937
H 27.6767 2.7202 16.1065
C 25.9713 4.0032 21.4810
C 25.6386 2.7799 20.6629
O 25.5936 3.1036 19.2683
O 27.2228 4.5668 21.1079
H 25.8977 3.7989 22.5537
H 25.2001 4.7669 21.3024
H 24.6609 2.3898 20.9395
H 26.4075 2.0145 20.8081
H 26.4494 3.5312 19.1158
H 27.8579 4.3892 21.8065
C 23.6953 6.2381 16.9701
C 25.1585 6.3199 17.3817
O 25.8951 5.1498 16.9772
O 23.0766 5.0631 17.5369
H 23.5442 6.2994 15.8892
H 23.1991 7.1686 17.2672
H 25.2142 6.3062 18.4739
H 25.6391 7.2035 16.9638
H 26.7860 5.1888 17.3376
H 22.1417 5.0601 17.2962
C 24.1883 0.7185 13.4830
C 23.2042 -0.3729 13.1289
O 23.8581 -1.5997 13.4724
O 24.4806 0.7006 14.8933
H 23.8107 1.7163 13.2540
H 25.0870 0.5639 12.8792
H 22.9979 -0.2882 12.0558
H 22.2618 -0.3000 13.6788
H 23.1810 -2.2543 13.6634
H 24.7421 -0.2292 15.0196
C 20.7789 1.8428 16.6257
C 21.5383 0.9102 17.5476
O 22.4790 1.6406 18.3418
O 21.6914 2.4224 15.6741
H 20.3039 2.6466 17.1951
H 19.9853 1.2957 16.1146
H 22.1500 0.1679 17.0241
H 20.7879 0.3731 18.1346
H 22.7135 1.0926 19.1008
H 21.2024 2.7407 14.9051

---

8.
44
Properties=species:S:1:pos:R:3 method="wB97M-V/def2-TZVPD" de_lowest_ev=15.387 gap_ha=0.280 e_homo_ev=-7.7 energy_ev=-64082.155
C -1.4736 -4.1357 1.1717
N -1.1779 -3.0322 0.1991
C -2.1077 -2.0687 -0.3146
N -1.6434 -1.2942 -1.0805
N -0.3559 -1.6980 -1.2316
C -0.2119 -2.6503 -0.2814
C 1.0855 -3.3089 0.0628
N 2.2060 -2.2113 -0.4899
C 3.0386 -1.8512 0.5261
O 3.1420 -2.4835 1.6912
C 3.9832 -0.5838 0.2942
C 4.3188 -0.3927 -1.1328
C 5.3497 0.3438 -1.3952
C 5.8724 1.3425 -0.1877
C 5.4811 0.9520 0.9555
C 4.5238 -0.0856 1.4511
H 4.3423 -0.4675 2.3872
H 5.8758 1.4826 1.9785
Cl 7.0787 2.6328 -0.6071
H 5.5999 0.7991 -2.1754
H 3.9946 -1.0702 -1.9501
H 1.9502 -1.5192 -0.9927
H 1.2826 -3.9474 -0.6974
H 1.2201 -3.4536 1.1123
S -3.9656 -2.1168 -0.1806
C -4.5351 -1.0400 -1.1291
C -4.5647 0.1645 -0.5578
O -5.5234 1.0704 -0.1654
N -3.4180 0.8706 -0.4723
C -3.0468 2.1288 -0.0392
N -1.9091 2.7704 -0.1568
C -1.8735 3.9610 0.2981
H -1.3610 4.6697 -0.3168
H -1.1869 3.8383 1.2619
C -3.2753 4.4353 0.8350
H -3.2559 4.9616 1.9241
H -3.5265 5.3658 0.0662
S -4.4225 3.1567 0.7799
H -2.5555 0.3950 -0.9006
H -5.7725 -1.2217 -1.1865
H -3.9562 -1.2270 -1.8748
H -1.1298 -3.8952 2.2630
H -1.2498 -5.0935 0.6538
H -2.6375 -4.3816 1.3194

---

9.
22
Properties=species:S:1:pos:R:3 method="wB97M-V/def2-TZVPD" de_lowest_ev=7.239 gap_ha=0.138 e_homo_ev=-5.7 energy_ev=-8515.841
C -3.4273 -0.3958 0.8375
C -2.9096 0.5206 -0.2154
C -1.4067 0.1629 -0.7431
C -0.6757 -0.7463 0.2147
C 0.7788 -0.6339 -0.0183
C 1.4710 0.5899 0.0176
C 2.8127 0.7971 -0.1166
C 3.8172 -0.2494 -0.4202
H -3.2780 -0.0897 1.8676
H 1.3271 -1.5482 0.2232
H -4.4664 -0.6916 0.7149
H -2.5323 1.0936 0.6438
H -3.3529 1.0369 -1.0640
H -0.8680 1.0990 -0.8788
H -1.4498 -0.3293 -1.7265
H -1.1201 -1.7390 0.1907
H -0.8547 -0.3864 1.2555
H 0.8516 1.4333 0.3173
H 3.1916 1.6885 0.3813
H 3.7054 -0.6222 -1.4463
H 3.5700 -1.1211 0.1968
H 4.8160 0.1311 -0.2318

---

10.
25
Properties=species:S:1:pos:R:3 method="wB97M-V/def2-TZVPD" de_lowest_ev=1.533 gap_ha=0.321 smiles="CC(C)(C)[C@H]1[NH+]=CN=C[C@@H]1Br" e_homo_ev=-14.3 total_charge=+1 energy_ev=-81537.043
C -0.7538 1.9346 -0.5487
C -0.7817 0.4937 0.1064
C -1.7421 0.6163 1.3274
C -1.2374 -0.5174 -0.9511
C 0.5768 0.1418 0.6645
N 0.7059 -1.2286 1.1825
C 1.2627 -2.2397 0.5475
N 1.6977 -2.1631 -0.7004
C 1.9718 -1.0174 -1.1784
C 1.6341 0.2796 -0.4696
Br 3.5759 0.9227 0.0382
H -1.7380 2.0534 -1.0056
H 0.0351 1.9432 -1.2640
H -0.6092 2.9410 0.0856
H -2.5782 1.1594 0.9070
H -2.2546 -0.3434 1.5883
H -1.3958 1.1003 2.2861
H -2.0788 -0.1173 -1.5633
H -1.7407 -1.3389 -0.4047
H -0.5436 -0.9009 -1.7329
H 0.8518 0.8260 1.5065
H 0.1167 -1.3451 2.0201
H 1.4340 -3.0575 1.0779
H 2.3444 -0.9179 -2.2417
H 1.2469 0.7751 -1.2776